Entry 1:
A molecular structure, C48H132BeN13O15. Source: the Open Molecules 2025 dataset; level of theory: the ωB97M-V functional and the def2-TZVPD basis.

Properties
Kohn-Sham gap ... 9.10 eV
Net charge ... +1

Geometry (Å):
O  0.282  -4.638  -3.939
O  4.164  -2.825  0.405
O  -5.247  -0.843  -1.362
O  -0.433  -1.826  4.863
O  -0.519  0.033  0.788
O  -3.487  -0.117  -6.789
O  5.403  0.914  6.424
O  -1.510  0.456  -1.067
O  -1.177  3.657  -1.058
O  -7.031  -1.316  5.348
O  -2.261  -4.471  1.868
O  2.720  -0.172  0.804
O  0.625  0.563  -0.940
O  2.437  0.791  -7.085
O  1.790  2.784  2.532
N  2.044  -1.835  -1.470
N  3.247  1.168  -1.370
N  -4.515  1.277  4.329
N  -1.859  2.532  2.569
N  0.514  -1.573  -3.985
N  -0.120  -3.103  0.369
N  3.641  1.167  -4.681
N  6.317  -0.970  3.438
N  1.347  3.490  -0.913
N  -0.500  0.330  -0.402
N  -1.089  0.786  5.954
N  -1.326  1.771  -4.424
N  -4.918  1.808  1.133
C  3.783  -3.581  -0.722
C  -2.787  2.925  -5.925
C  -5.906  -0.475  5.475
C  -2.588  1.597  -5.166
C  5.257  -0.032  5.421
C  0.120  -5.461  0.638
C  3.720  3.623  -4.767
C  -0.300  -3.726  -4.912
C  6.524  -0.047  4.530
C  -1.596  -0.254  8.074
C  2.770  2.795  3.512
C  4.330  1.246  -0.453
C  2.909  2.159  -6.849
C  -4.712  -0.952  3.360
C  -0.566  3.038  2.240
C  3.792  0.816  0.950
C  1.510  5.522  -2.450
C  -0.724  -4.338  -0.010
C  0.706  4.812  -1.403
C  -0.193  -5.986  -3.930
C  -5.578  0.963  0.200
C  -8.213  -0.540  5.434
C  2.630  0.449  -8.454
C  4.377  -3.748  1.399
C  4.276  -1.950  -2.537
C  0.622  -2.503  -5.167
C  -1.177  -1.719  6.067
C  1.972  -2.905  -5.608
C  -0.792  -0.472  6.788
C  -0.824  -2.662  3.884
C  -2.544  3.581  -1.099
C  -3.631  -4.438  2.301
C  -0.432  4.531  2.429
C  3.180  -2.766  -1.890
C  -2.160  -4.500  0.414
C  6.778  1.327  4.049
C  -0.664  4.639  -1.868
C  2.317  -0.715  2.021
C  4.955  2.574  -0.371
C  2.968  2.354  -5.321
C  4.207  1.405  6.969
C  -4.512  -0.686  -5.958
C  -2.398  0.359  -6.035
C  0.521  2.307  2.983
C  -6.518  1.683  -0.807
C  -4.572  0.006  -0.498
C  -5.442  0.169  4.082
C  -4.555  -1.968  -1.924
Be  2.113  -0.080  -0.777
H  -2.677  -5.467  0.143
H  2.706  -3.472  -2.605
H  -3.470  1.471  -4.529
H  3.719  3.158  3.137
H  -1.178  5.590  -1.756
H  -6.991  1.050  -1.564
H  -1.440  -2.203  3.086
H  1.407  -1.683  -2.321
H  -0.507  -1.423  -3.807
H  -2.877  3.785  -5.259
H  -4.964  0.053  -5.264
H  2.805  2.093  -1.298
H  -6.221  0.235  0.774
H  -1.010  -2.631  6.675
H  0.455  2.339  4.068
H  -6.366  0.479  3.604
H  4.527  -3.141  2.272
H  3.553  -4.471  1.638
H  1.297  -1.058  1.977
H  -4.403  1.661  3.361
H  1.631  0.151  -8.794
H  4.748  -1.219  -1.858
H  -5.320  -1.021  -6.596
H  0.530  1.255  2.724
H  5.256  -4.400  1.164
H  -7.320  2.092  -0.169
H  4.499  0.215  4.680
H  4.675  -4.015  -1.263
H  4.117  1.269  8.072
H  5.897  1.680  3.510
H  -3.830  -1.105  4.004
H  4.191  2.507  6.825
H  7.208  -1.104  2.939
H  -0.976  5.015  1.612
H  -2.763  -3.703  -0.007
H  3.294  0.941  6.541
H  7.634  1.304  3.412
H  -4.696  -2.856  -1.373
H  3.253  0.451  -5.228
H  1.438  3.572  0.018
H  -1.271  2.731  -4.144
H  -2.012  1.571  2.439
H  1.674  4.838  -3.342
H  2.496  5.912  -2.192
H  4.257  3.435  -0.350
H  -2.181  2.751  3.511
H  3.336  1.711  1.370
H  -4.259  2.403  0.637
H  -1.291  -3.409  -4.565
H  1.814  -3.970  -5.912
H  -2.706  -0.246  7.841
H  -5.617  2.442  1.536
H  3.928  -1.403  -3.455
H  3.302  4.513  -5.076
H  -1.051  -6.116  -3.301
H  1.946  2.357  -4.894
H  0.872  -0.655  -4.283
H  -0.786  -2.388  0.186
H  -4.020  -0.567  0.252
H  -1.364  -3.560  4.233
H  3.051  1.801  3.895
H  2.515  -2.390  -6.373
H  -0.373  2.788  1.195
H  -4.188  -3.539  2.134
H  -5.086  -1.098  5.730
H  0.943  6.471  -2.684
H  -4.977  -2.143  -2.899
H  0.206  -3.154  1.451
H  4.779  3.580  -5.059
H  -2.027  3.076  -6.676
H  -2.784  2.595  -0.753
H  0.097  -1.977  -5.972
H  4.600  1.111  -4.939
H  -1.160  1.113  -3.667
H  -4.075  -1.562  -5.468
H  -5.314  -1.931  3.318
H  -4.346  -0.752  2.353
H  -1.445  -1.039  8.823
H  5.669  2.818  -1.171
H  5.108  0.461  -0.780
H  1.411  -2.307  -0.852
H  3.331  -0.411  -8.552
H  3.086  -4.336  -0.372
H  6.082  -1.921  3.629
H  0.666  -6.601  -3.529
H  -0.735  4.455  -2.952
H  5.121  -1.114  5.768
H  7.003  2.017  4.853
H  -8.990  -1.259  5.271
H  0.814  2.695  -1.072
H  -6.035  0.239  6.303
H  -3.040  4.327  -0.543
H  -0.095  -5.596  1.682
H  -8.373  -0.047  6.390
H  4.441  0.342  1.708
H  3.042  -1.531  2.177
H  1.176  -5.292  0.399
H  -3.780  2.982  -6.365
H  2.960  1.326  -9.049
H  3.966  2.084  -7.197
H  -2.106  1.026  5.969
H  -3.874  0.583  -1.089
H  0.345  -0.401  6.900
H  0.646  4.724  2.364
H  3.475  0.931  -2.328
H  -2.279  -1.628  5.775
H  7.366  -0.355  5.235
H  -0.828  4.928  3.428
H  5.072  -2.668  -2.884
H  -4.147  -5.192  1.674
H  2.364  0.027  2.756
H  -0.444  -6.417  -4.890
H  -5.954  2.492  -1.274
H  -0.464  -4.261  -5.868
H  -8.306  0.197  4.634
H  -2.186  -0.505  -5.383
H  5.547  2.745  0.529
H  2.720  -3.022  -4.855
H  -0.665  -4.429  -1.051
H  -3.707  -4.810  3.335
H  0.114  -2.914  3.353
H  3.547  3.610  -3.655
H  -1.252  0.620  8.595
H  -0.847  0.716  4.965
H  -3.480  -1.811  -1.943
H  2.337  2.969  -7.321
H  0.554  5.484  -0.524
H  -1.634  0.488  -6.768
H  -0.145  -6.428  0.271
H  -3.066  3.632  -2.168
H  2.539  3.447  4.404
H  -4.877  1.984  4.962

Atom charges from the Löwdin analysis, given in e for atoms 1 to 8: -0.214, -0.165, -0.179, -0.193, 0.043, -0.184, -0.171, 0.058


Entry 2:
A molecular structure, C60H46N7O5SW. Source: the Open Molecules 2025 dataset; level of theory: the ωB97M-V functional and the def2-TZVPD basis.

Properties
Kohn-Sham gap ... 5.90 eV
Net charge ... +1

Geometry (Å):
W  -0.073  1.001  -0.015
S  0.106  0.932  -3.622
O  -1.227  0.428  -3.828
O  0.138  1.026  -1.817
O  1.734  0.872  0.216
O  0.331  2.307  -3.932
O  1.172  0.002  -3.818
N  0.829  -5.881  -2.768
N  -0.774  2.960  -0.530
N  0.422  2.333  1.775
N  0.300  -1.249  -0.575
N  -0.665  -0.228  1.676
N  1.593  -6.143  -0.686
N  -2.117  0.485  -0.512
C  -5.202  3.780  -5.126
C  -2.589  2.336  -2.073
C  1.713  -0.295  6.999
C  -2.821  -0.677  -0.229
C  3.857  -0.299  0.336
C  2.307  8.461  0.961
C  -5.165  4.401  -3.885
C  3.149  7.358  0.921
C  1.211  -8.250  -3.589
C  0.136  -0.422  2.797
C  -4.741  -5.220  0.983
C  -2.875  1.119  -1.476
C  -0.253  -1.800  -1.658
C  -0.312  5.004  -1.528
C  -4.309  3.932  -2.901
C  0.658  4.526  0.696
C  0.932  8.282  0.917
C  -0.057  4.149  -0.410
C  -0.021  -3.111  -2.024
C  2.150  -9.629  -1.817
C  3.208  1.034  -1.690
C  -3.241  -3.785  -0.227
C  -3.973  -4.960  -0.143
C  3.765  -0.244  5.750
C  0.804  -3.906  -1.243
C  3.094  -0.427  6.950
C  -4.047  0.363  -1.779
C  1.435  4.026  2.989
C  0.948  1.851  2.961
C  0.788  3.653  1.770
C  2.618  6.080  0.837
C  1.086  -5.309  -1.550
C  -4.036  -3.133  1.946
C  0.400  7.004  0.824
C  -0.080  -1.707  3.357
C  -1.249  4.400  -2.282
C  1.687  -7.347  -1.362
C  1.220  -7.200  -2.675
C  -1.562  3.157  -1.651
C  -3.534  2.206  -4.391
C  1.239  5.893  0.782
C  -4.775  -4.304  2.024
C  1.670  0.197  4.642
C  -4.385  2.686  -5.376
C  1.095  -2.017  0.186
C  2.159  -8.585  -0.920
C  1.550  2.900  3.723
C  -2.473  -1.610  0.720
C  0.919  0.547  3.402
C  -3.261  -2.867  0.819
C  -3.492  2.832  -3.149
C  -1.064  -2.296  2.632
C  -1.439  -1.381  1.616
C  1.684  -9.462  -3.134
C  1.370  -3.330  -0.106
C  -4.009  -0.750  -1.016
C  3.667  2.196  0.493
C  1.002  0.014  5.848
C  3.144  0.937  -0.182
C  3.055  0.073  4.600
H  3.524  -1.198  -0.179
H  4.222  7.493  0.953
H  1.187  -0.429  7.935
H  -2.643  -3.578  -1.107
H  4.739  2.288  0.315
H  4.925  -0.186  0.147
H  2.722  9.457  1.029
H  3.578  0.229  3.664
H  2.510  -10.601  -1.510
H  -4.070  -2.414  2.755
H  1.697  -10.310  -3.807
H  3.712  -0.418  1.411
H  -2.886  1.359  -4.582
H  4.255  1.124  -1.984
H  2.788  0.154  -2.171
H  0.431  -2.090  4.224
H  -0.076  0.122  5.885
H  -1.505  -3.267  2.776
H  1.976  2.777  4.704
H  -1.700  4.743  -3.198
H  -3.945  -5.671  -0.958
H  2.676  1.913  -2.055
H  -4.280  4.414  -1.931
H  2.015  -3.916  0.534
H  0.854  -8.127  -4.603
H  -4.405  2.205  -6.345
H  -5.316  -6.135  1.047
H  0.522  -5.409  -3.600
H  3.646  -0.670  7.848
H  -5.804  5.251  -3.683
H  -0.510  -3.486  -2.914
H  3.279  5.223  0.812
H  2.518  -8.706  0.093
H  1.751  5.026  3.232
H  -0.673  6.864  0.796
H  -4.735  -1.543  -0.953
H  -0.904  -1.177  -2.253
H  -5.865  4.148  -5.897
H  -5.382  -4.497  2.899
H  0.160  5.959  -1.682
H  4.841  -0.344  5.708
H  1.522  -1.550  1.060
H  0.271  9.137  0.957
H  3.171  3.072  0.075
H  -4.809  0.675  -2.472
H  3.492  2.165  1.570

Atom charges from the Löwdin analysis, given in e for atoms 1 to 8: 2.030, 0.470, -0.294, -0.513, -0.319, -0.245, -0.267, 0.172


Entry 3:
A molecular structure, C6H17NSi. Source: the Open Molecules 2025 dataset; level of theory: the ωB97M-V functional and the def2-TZVPD basis.

Properties
Kohn-Sham gap ... 9.54 eV
Net charge ... 0

Geometry (Å):
Si  0.922  0.144  -0.066
N  -0.367  -0.701  -0.560
C  0.829  1.764  -1.187
C  2.507  -0.821  -0.571
C  -0.718  -2.032  -0.308
C  1.118  0.910  1.709
C  -2.055  0.156  -0.614
C  -2.466  0.185  0.805
H  3.426  -0.119  -0.468
H  2.860  -1.682  -0.062
H  0.244  2.475  -0.649
H  -1.289  -2.370  0.586
H  2.210  1.206  1.901
H  -2.706  -0.543  -1.121
H  0.677  1.601  -2.175
H  -2.932  1.215  1.084
H  -1.368  -2.598  -1.065
H  -1.597  -0.142  1.480
H  -1.817  1.112  -1.007
H  0.242  -2.578  -0.240
H  0.461  1.825  1.663
H  2.518  -1.035  -1.580
H  -3.343  -0.515  1.050
H  1.794  2.232  -1.152
H  0.847  0.312  2.545

Atom charges from the natural (NBO) analysis, given in e for atoms 1 to 8: 1.796, -0.950, -1.073, -1.102, -0.420, -1.124, -0.161, -0.678